(1)
The following is a quantum chemistry calculation of a cluster of 6 separate species, C20H52N6O8 in total at a distorted geometry, from OMol25.

Geometry (Å):
C (1.1529, -1.9426, 2.7404)
C (0.3130, -0.8478, 2.1566)
N (-0.4349, -0.0421, 3.2030)
C (-1.3417, 0.8377, 2.4565)
C (-1.1592, -0.9054, 4.1948)
C (-2.1651, -1.8416, 3.5840)
C (0.5409, 0.8245, 4.0576)
C (1.6085, 1.5814, 3.2787)
O (2.6803, 0.8095, 2.7789)
C (3.9407, 1.3288, 3.2924)
H (1.8804, -1.5336, 3.4121)
H (1.6329, -2.3879, 1.8663)
H (0.5384, -2.6478, 3.3036)
H (-0.4786, -1.2287, 1.5092)
H (0.9361, -0.1410, 1.6267)
H (-2.0479, 0.2367, 1.8818)
H (-0.7586, 1.4472, 1.7756)
H (-1.8615, 1.4439, 3.1892)
H (-1.6877, -0.2729, 4.9025)
H (-0.4497, -1.4247, 4.8281)
H (-1.6833, -2.5935, 2.9521)
H (-2.9435, -1.3798, 2.9681)
H (-2.6186, -2.4422, 4.3726)
H (0.9926, 0.2364, 4.8413)
H (-0.1994, 1.3924, 4.5702)
H (1.8918, 2.3768, 3.9580)
H (1.1698, 2.1035, 2.4053)
H (4.2361, 2.2411, 2.7581)
H (4.7032, 0.5986, 3.0582)
H (3.8635, 1.4959, 4.3665)
C (-3.2522, -1.3427, -3.7462)
C (-2.6642, -0.3768, -4.6737)
O (-2.5874, -0.3095, -5.8581)
N (-1.8218, 0.7637, -3.8724)
H (-2.4866, 1.2790, -3.2907)
H (-1.1571, 0.3559, -3.1874)
C (-1.0410, 1.6314, -4.8582)
H (-2.3593, -1.8518, -3.3411)
H (-3.8958, -2.0136, -4.3080)
H (-3.8225, -0.8458, -2.9477)
H (-0.3908, 2.2589, -4.2628)
H (-1.7435, 2.1481, -5.4786)
H (-0.5152, 0.9519, -5.5084)
C (-2.5508, 4.5658, 1.8470)
C (-1.4508, 5.1046, 0.8886)
O (-0.5179, 5.8551, 0.9648)
N (-1.6337, 4.4136, -0.5774)
H (-2.2117, 3.5977, -0.3986)
H (-2.1883, 5.1171, -1.0784)
C (-0.2538, 4.1887, -1.1516)
H (-2.3868, 5.0403, 2.8033)
H (-2.4666, 3.4789, 1.9214)
H (-3.4982, 4.8111, 1.3654)
H (0.2871, 5.1162, -1.1483)
H (-0.3227, 3.9302, -2.2016)
H (0.3580, 3.4657, -0.6488)
C (4.1365, -1.1498, -0.1011)
C (4.4295, -0.7756, -1.5420)
O (5.2507, -1.1082, -2.3574)
N (3.3624, 0.2193, -2.0234)
H (2.4482, -0.1839, -1.6506)
H (3.5198, 1.1241, -1.5598)
C (3.4104, 0.3983, -3.5695)
H (3.1762, -1.6840, -0.0714)
H (3.9540, -0.2345, 0.4566)
H (4.9591, -1.7390, 0.2578)
H (4.3539, 0.8471, -3.8257)
H (2.6211, 1.0798, -3.8530)
H (3.3716, -0.6155, -3.9592)
C (-2.8506, -3.7610, -0.4493)
C (-1.3860, -4.0633, -0.2784)
O (-0.6003, -4.2472, 0.6053)
N (-0.8591, -4.2277, -1.6969)
H (-1.3794, -5.0443, -2.0617)
H (-1.2206, -3.4303, -2.2201)
C (0.6694, -4.4286, -1.7047)
H (-3.3487, -3.3843, 0.4317)
H (-3.4419, -4.5718, -0.9146)
H (-3.0023, -2.9775, -1.1812)
H (0.9835, -3.4966, -1.2752)
H (0.9388, -4.5703, -2.7332)
H (0.7879, -5.3437, -1.1455)
N (0.0031, -0.3172, -1.2580)
O (0.2121, 0.8455, -1.6717)
O (0.9697, -1.0334, -0.9701)
O (-1.1467, -0.7828, -1.2187)

Gap between HOMO and LUMO = 9.53 eV
E = -1722.1018 Eh
Energy above the lowest of the compared OMol25 structures with the same formula, charge and spin = 0.0 kJ/mol
F_max = 3.39 eV/Å
Charge = +4

(2)
The following is a quantum chemistry calculation of a structure of composition C20H53Ca3N3O12S at a distorted geometry, from OMol25.

Geometry (Å):
Ca (1.0282, -3.4547, 1.7982)
Ca (0.1230, 0.5252, -2.7620)
Ca (0.2219, 2.3755, 2.4105)
S (0.2773, -0.3790, 0.0439)
O (1.3655, -0.0222, -0.8773)
O (-0.8707, -0.3903, -0.8719)
O (0.4557, -1.7006, 0.6339)
O (0.1064, 0.6149, 1.1292)
C (-2.8319, -2.8622, -0.9138)
O (-2.9750, -2.0732, 0.2589)
H (-1.8100, -3.2608, -0.9357)
H (-3.4474, -3.7080, -1.2236)
H (-2.9564, -2.1931, -1.7750)
H (-2.5849, -1.2235, 0.0216)
C (-2.2798, -3.6289, 3.3313)
O (-1.3799, -2.9741, 2.4336)
H (-1.9788, -4.6101, 3.6918)
H (-2.5432, -3.0458, 4.2190)
H (-3.2477, -3.7327, 2.8318)
H (-1.9235, -2.5038, 1.7698)
C (-1.3956, -5.7543, 0.7773)
O (-0.3295, -4.8587, 0.4966)
C (0.2491, -5.1634, -0.7811)
C (1.3335, -4.1245, -1.1170)
N (2.3866, -4.1345, -0.0930)
C (3.3016, -2.9641, -0.2152)
C (4.1237, -2.8933, 1.0718)
O (3.2695, -2.7861, 2.2208)
C (4.0775, -2.9553, 3.4090)
H (-2.1322, -5.8061, -0.0256)
H (-1.9062, -5.6469, 1.7293)
H (-1.0182, -6.7835, 0.8518)
H (-0.5384, -5.1323, -1.5448)
H (0.5413, -6.2184, -0.8337)
H (0.8080, -3.1733, -1.1584)
H (1.7236, -4.3771, -2.1066)
H (2.9685, -4.9333, -0.3403)
H (2.6966, -2.0630, -0.3119)
H (3.9550, -3.0350, -1.0864)
H (4.7951, -2.0331, 1.0337)
H (4.7551, -3.7871, 1.0859)
H (4.3423, -4.0079, 3.5048)
H (3.5860, -2.6275, 4.3245)
H (4.9702, -2.3340, 3.3288)
C (-3.1011, 1.1642, -1.7648)
O (-2.2874, 1.0568, -2.9463)
C (-2.6339, 2.1056, -3.8915)
C (-1.6678, 1.9846, -5.0787)
N (-0.3150, 2.1243, -4.5290)
C (0.7066, 1.8533, -5.5803)
C (2.0882, 1.9998, -4.8707)
O (2.1682, 0.9477, -3.9018)
C (3.4760, 0.7808, -3.3339)
H (-4.1255, 1.5151, -1.8865)
H (-2.5316, 1.6456, -0.9696)
H (-3.2565, 0.1235, -1.4652)
H (-2.4241, 3.0802, -3.4455)
H (-3.6569, 1.9250, -4.2104)
H (-1.8979, 2.7273, -5.8464)
H (-1.7737, 1.0097, -5.5577)
H (-0.1218, 3.0945, -4.2834)
H (0.6511, 2.5960, -6.3766)
H (0.6737, 0.8390, -5.9754)
H (2.0275, 2.9312, -4.2980)
H (2.8824, 1.9763, -5.6126)
H (3.4621, 0.1159, -2.4704)
H (3.7666, 1.7654, -2.9570)
H (4.1935, 0.3546, -4.0331)
C (-3.0115, 0.9976, 2.2271)
O (-2.2259, 2.1930, 2.0313)
C (-2.9900, 3.3921, 2.1268)
C (-2.1111, 4.5994, 1.8339)
N (-0.9169, 4.5609, 2.6889)
C (-0.0493, 5.7332, 2.4934)
C (1.2206, 5.6437, 3.3162)
O (1.7206, 4.2977, 3.2953)
C (2.9359, 4.1519, 4.0439)
H (-3.6097, 0.8310, 1.3259)
H (-3.7015, 1.1033, 3.0622)
H (-2.2903, 0.1881, 2.2991)
H (-3.4628, 3.4930, 3.1097)
H (-3.8025, 3.3841, 1.3932)
H (-2.6614, 5.5348, 1.9750)
H (-1.8361, 4.6118, 0.7752)
H (-1.1893, 4.4013, 3.6565)
H (-0.6074, 6.6249, 2.7960)
H (0.1830, 5.8850, 1.4381)
H (1.0319, 5.9946, 4.3360)
H (2.0079, 6.2864, 2.9158)
H (2.7547, 4.3447, 5.1021)
H (3.7639, 4.7638, 3.6852)
H (3.2327, 3.1074, 3.9236)

Gap between HOMO and LUMO = 9.34 eV
E = -4290.9994 Eh
Energy above the lowest of the compared OMol25 structures with the same formula, charge and spin = 0.0 kJ/mol
F_max = 2.38 eV/Å
Charge = +4

(3)
The following is a quantum chemistry calculation of a structure of composition C20H53Cd2N3O9 at a distorted geometry, from OMol25.

Geometry (Å):
Cd (-3.3497, 3.9400, 0.6791)
Cd (-4.2018, 0.3548, -2.5808)
C (-0.7250, -0.0180, 1.0601)
O (-1.6719, 0.5923, 0.2960)
H (-1.1536, -0.9684, 1.3782)
H (0.1903, -0.1720, 0.4886)
H (-0.5657, 0.5529, 1.9749)
C (-7.5565, 4.0581, -1.4487)
O (-6.3527, 3.4115, -1.5266)
H (-7.8479, 4.0775, -0.3985)
H (-7.4290, 5.1076, -1.7142)
H (-8.3991, 3.6019, -1.9684)
C (-1.9662, -6.3663, -1.9907)
O (-2.1857, -6.4921, -3.3601)
C (-1.0323, -6.9422, -4.1037)
C (-1.5467, -6.7006, -5.5678)
N (-1.1374, -5.2970, -5.9888)
C (-1.3848, -4.6674, -7.2206)
C (-2.7855, -4.8143, -7.8847)
O (-3.2959, -6.2039, -7.8162)
C (-2.7068, -6.9654, -8.8272)
H (-2.9097, -6.5985, -1.4968)
H (-1.6822, -5.3411, -1.7534)
H (-1.1616, -7.0108, -1.6367)
H (-0.6575, -7.9555, -3.9591)
H (-0.1683, -6.3600, -3.7834)
H (-2.6359, -6.7311, -5.5386)
H (-1.2297, -7.4665, -6.2755)
H (-0.3415, -5.0500, -5.4182)
H (-0.7318, -4.9957, -8.0292)
H (-1.1458, -3.6087, -7.1207)
H (-2.8699, -4.3564, -8.8702)
H (-3.3875, -4.0946, -7.3300)
H (-1.9442, -6.5108, -9.4596)
H (-3.5141, -7.3381, -9.4576)
H (-2.3648, -7.9526, -8.5165)
C (-0.5753, 6.8219, 3.2916)
O (-0.5031, 6.1514, 2.0485)
C (0.3698, 6.6850, 1.1051)
C (0.1801, 6.0557, -0.2312)
N (-1.1688, 5.7653, -0.6477)
C (-1.8178, 6.9758, -1.2010)
C (-2.4809, 7.9340, -0.1344)
O (-3.3175, 7.2511, 0.8674)
C (-4.1587, 8.1893, 1.5314)
H (-0.9899, 6.1502, 4.0433)
H (-1.3532, 7.5854, 3.2927)
H (0.3731, 7.2490, 3.6174)
H (1.3822, 6.5824, 1.4958)
H (0.1572, 7.7499, 1.0111)
H (0.6754, 5.0848, -0.2247)
H (0.7544, 6.6728, -0.9222)
H (-0.9644, 5.0921, -1.3722)
H (-2.6424, 6.6632, -1.8417)
H (-1.2410, 7.6929, -1.7851)
H (-3.1627, 8.5151, -0.7554)
H (-1.7075, 8.5827, 0.2768)
H (-3.6408, 9.0709, 1.9091)
H (-4.5292, 7.5329, 2.3188)
H (-4.9809, 8.5199, 0.8967)
C (3.9599, -3.8273, 3.6591)
O (4.7932, -3.1750, 4.6109)
C (4.9666, -4.0161, 5.7490)
C (5.6562, -3.2039, 6.9482)
N (6.6962, -2.3116, 6.3415)
C (6.9362, -0.9050, 6.8869)
C (5.6935, 0.0319, 7.1568)
O (5.1851, 0.8094, 6.0278)
C (4.5392, 0.0313, 5.0637)
H (3.8194, -3.0676, 2.8901)
H (2.9642, -3.9025, 4.0962)
H (4.4868, -4.6354, 3.1519)
H (5.5497, -4.9114, 5.5332)
H (4.0394, -4.5186, 6.0246)
H (6.0919, -3.9459, 7.6173)
H (4.8259, -2.6859, 7.4282)
H (6.2721, -2.2375, 5.4279)
H (7.5523, -0.4468, 6.1132)
H (7.5307, -0.8592, 7.7994)
H (6.0973, 0.7375, 7.8828)
H (4.9325, -0.4981, 7.7297)
H (4.2925, 0.5095, 4.1158)
H (3.5792, -0.2297, 5.5091)
H (5.0738, -0.9081, 4.9229)
O (1.5974, -0.4651, -4.0015)
H (0.9240, -0.4868, -3.3215)
H (1.1352, -0.1750, -4.7878)

Gap between HOMO and LUMO = 1.15 eV
E = -1969.4453 Eh
Energy above the lowest of the compared OMol25 structures with the same formula, charge and spin = 1200.5 kJ/mol
F_max = 3.32 eV/Å
Charge = +2